This record from the OMol25 dataset describes a cluster of 2 separate species, C6H14O in total. The level of theory is ωB97M-V with the def2-TZVPD basis set.

```
21
C6H14O | the OMol25 dataset | ωB97M-V with the def2-TZVPD basis set
C -2.197 -1.012 -0.227
C -1.121 -0.332 -1.032
C 0.174 -0.318 -0.731
C 0.971 0.747 -1.274
C 2.300 0.999 -0.315
C 3.490 0.251 -0.844
H -2.031 -1.307 0.794
H -2.604 -1.846 -0.740
H -2.944 -0.232 0.051
H -1.532 0.228 -1.866
H 0.656 -0.927 0.005
H 1.339 0.514 -2.319
H 0.366 1.632 -1.211
H 2.457 2.080 -0.394
H 2.172 0.588 0.787
H 3.644 -0.734 -0.531
H 4.352 0.757 -0.633
H 3.618 0.107 -1.911
O -4.249 -0.673 4.345
H -4.019 0.296 4.427
H -4.846 -0.817 3.620
```

Energy above the lowest of the compared OMol25 structures with the same formula, charge and spin   57.5 kcal/mol
HOMO-LUMO gap   9.68 eV
M   102.2 g/mol
E_HOMO   -0.32575 hartree


This record from the OMol25 dataset describes a cluster of 3 separate species, C6H14O2 in total. The level of theory is ωB97M-V with the def2-TZVPD basis set.

```
22
C6H14O2 | the OMol25 dataset | ωB97M-V with the def2-TZVPD basis set
C 0.051 1.361 -1.273
C -0.128 -0.155 -1.482
C -1.345 -0.452 -1.992
C 0.881 -1.021 -0.905
C 1.335 -0.847 0.569
C 0.723 -1.547 1.537
H -0.214 2.086 -2.122
H 1.109 1.711 -1.044
H -0.543 1.640 -0.415
H -1.923 0.310 -2.384
H -1.615 -1.502 -2.084
H 0.764 -2.064 -1.143
H 1.745 -0.728 -1.551
H 2.181 -0.200 0.693
H 0.061 -2.342 1.347
H 0.682 -1.474 2.506
H -2.710 -0.873 0.505
H -1.595 -0.262 1.342
O -2.374 -0.120 0.934
H 0.606 2.807 1.951
H 1.521 1.796 2.850
O 0.789 1.874 2.159
```

Energy above the lowest of the compared OMol25 structures with the same formula, charge and spin   64.5 kcal/mol
HOMO-LUMO gap (spin up / spin down)   2.09 / 7.18 eV
M   118.2 g/mol
E_HOMO (spin up / spin down)   0.04732 / -0.14277 hartree
2S+1   2
Total charge   -1


This record from the OMol25 dataset describes a structure of composition C6H14O2. The level of theory is ωB97M-V with the def2-TZVPD basis set.

```
22
C6H14O2 | the OMol25 dataset | ωB97M-V with the def2-TZVPD basis set
C 3.600 -1.582 -0.121
C 2.939 -0.362 0.717
C -1.655 1.100 -0.531
C -0.243 1.238 -0.852
C 0.679 0.467 -0.189
C 2.106 0.547 -0.188
H 4.012 -2.364 0.544
H 4.327 -1.255 -0.888
H 2.760 -2.038 -0.654
H 3.781 0.138 1.268
H 2.318 -0.799 1.529
H -2.227 2.068 -0.366
H -1.781 0.459 0.355
H 0.090 1.809 -1.729
H 0.274 -0.302 0.488
H 2.490 1.504 -0.640
H -2.165 0.610 -1.327
H -3.935 -1.543 1.687
O -3.478 -1.137 0.928
H -5.261 0.992 -0.571
H -4.172 -0.218 0.620
O -4.459 0.668 -0.081
```

Energy above the lowest of the compared OMol25 structures with the same formula, charge and spin   147.9 kcal/mol
HOMO-LUMO gap   3.49 eV
M   118.2 g/mol
E_HOMO   -0.25122 hartree


This record from the OMol25 dataset describes a cluster of 3 separate species, C6H14O2 in total. The level of theory is ωB97M-V with the def2-TZVPD basis set.

```
22
C6H14O2 | the OMol25 dataset | ωB97M-V with the def2-TZVPD basis set
C 0.463 -1.517 2.107
C 0.773 -0.681 1.086
C 0.278 -0.995 -0.408
C 0.031 -2.408 -0.506
C 0.026 -0.026 -1.270
C -0.300 -0.380 -2.654
H -0.150 -2.400 1.991
H 0.469 -1.000 3.059
H 1.284 0.291 1.072
H 0.350 -2.836 -1.431
H -0.975 -2.688 -0.093
H 0.820 -2.906 0.257
H 0.359 0.971 -0.969
H -0.273 -1.470 -2.836
H 0.413 -0.087 -3.411
H -1.212 0.081 -2.993
O -1.637 2.259 1.626
H -1.474 1.589 2.201
H -1.691 3.055 2.277
O 1.052 3.859 0.549
H 0.276 3.522 0.738
H 1.117 3.769 -0.393
```

Energy above the lowest of the compared OMol25 structures with the same formula, charge and spin   81.1 kcal/mol
HOMO-LUMO gap   9.37 eV
M   118.2 g/mol
E_HOMO   -0.32196 hartree


This record from the OMol25 dataset describes a cluster of 2 separate species, C6H14O2 in total. The level of theory is ωB97M-V with the def2-TZVPD basis set.

```
22
C6H14O2 | the OMol25 dataset | ωB97M-V with the def2-TZVPD basis set
C 1.307 0.962 1.068
C 1.497 0.151 0.006
C 2.725 0.296 -0.815
C 0.625 -1.015 -0.237
C -0.413 -0.749 -1.301
C -1.461 0.294 -1.109
O -2.284 -0.052 0.044
H 0.399 0.852 1.655
H 1.764 1.870 1.025
H 3.653 0.000 -0.272
H 2.708 -0.301 -1.719
H 2.774 1.475 -0.957
H 1.239 -1.912 -0.585
H 0.128 -1.281 0.675
H 0.042 -0.276 -2.266
H -0.888 -1.686 -1.532
H -1.922 0.516 -2.084
H -0.881 1.199 -0.759
H -3.301 0.183 -0.172
O -2.363 -0.005 3.465
H -2.916 -0.879 3.316
H -2.432 0.357 2.553
```

Energy above the lowest of the compared OMol25 structures with the same formula, charge and spin   62.0 kcal/mol
HOMO-LUMO gap   9.52 eV
M   118.2 g/mol
E_HOMO   -0.33127 hartree


This record from the OMol25 dataset describes a cluster of 3 separate species, C6H14O2 in total. The level of theory is ωB97M-V with the def2-TZVPD basis set.

```
22
C6H14O2 | the OMol25 dataset | ωB97M-V with the def2-TZVPD basis set
C -0.433 2.933 -0.315
C -0.126 1.557 0.157
C -0.870 0.931 1.123
C -0.758 -0.497 1.341
C -0.185 -1.529 0.786
C -0.154 -2.955 1.253
H -1.531 3.227 -0.055
H -0.269 3.043 -1.398
H 0.319 3.574 0.122
H 0.756 1.360 -0.324
H -1.661 1.433 1.479
H -1.398 -0.831 2.175
H 0.363 -1.381 -0.258
H 0.781 -3.401 1.475
H -0.672 -2.935 2.177
H -0.861 -3.479 0.677
O 0.188 -0.914 -2.634
H -0.573 -0.468 -3.116
H 0.629 -0.101 -2.362
O 2.047 0.021 -1.028
H 1.875 -0.361 -0.189
H 2.535 0.774 -1.086
```

Energy above the lowest of the compared OMol25 structures with the same formula, charge and spin   85.0 kcal/mol
HOMO-LUMO gap   8.89 eV
M   118.2 g/mol
E_HOMO   -0.30367 hartree


This record from the OMol25 dataset describes a cluster of 3 separate species, C6H14O2 in total. The level of theory is ωB97M-V with the def2-TZVPD basis set.

```
22
C6H14O2 | the OMol25 dataset | ωB97M-V with the def2-TZVPD basis set
C -1.680 -1.136 1.229
C -1.102 0.051 1.404
C 0.261 0.438 1.079
C 0.765 0.583 -0.130
C 0.998 1.024 2.307
C 1.108 2.547 2.269
H -2.632 -1.428 1.653
H -1.092 -1.877 0.662
H -1.485 0.801 2.090
H 0.256 0.326 -1.070
H 1.817 0.700 -0.338
H 0.579 0.503 3.169
H 2.050 0.635 2.285
H 1.657 2.818 1.386
H 1.648 2.965 3.127
H 0.072 2.966 2.336
O 2.698 -1.945 -3.635
H 3.534 -2.367 -3.883
H 2.115 -2.701 -3.431
O -4.108 -1.910 -4.288
H -3.397 -1.492 -4.798
H -4.061 -1.501 -3.425
```

Energy above the lowest of the compared OMol25 structures with the same formula, charge and spin   57.2 kcal/mol
HOMO-LUMO gap   9.64 eV
M   118.2 g/mol
E_HOMO   -0.33289 hartree


This record from the OMol25 dataset describes a structure of composition C6H14O2. The level of theory is ωB97M-V with the def2-TZVPD basis set.

```
22
C6H14O2 | the OMol25 dataset | ωB97M-V with the def2-TZVPD basis set
C -1.783 0.588 -1.408
C -2.305 0.228 -0.026
C -1.377 0.665 1.176
C 1.267 -1.536 0.422
O 2.129 -1.102 -0.469
C 0.841 -0.471 1.423
C 0.105 0.664 0.990
H -0.720 0.375 -1.517
H -1.870 1.627 -1.736
H -2.326 -0.044 -2.114
H -3.194 0.857 0.141
H -2.638 -0.790 0.076
H -1.611 0.051 2.044
H -1.677 1.689 1.439
H -0.073 -1.404 0.409
H 1.570 -2.506 0.796
H 1.824 -0.068 -0.764
H 0.753 -0.734 2.488
H -1.072 -2.334 0.600
H 0.548 1.528 0.500
H 1.932 1.335 -2.107
O 1.400 1.037 -1.368
```

Energy above the lowest of the compared OMol25 structures with the same formula, charge and spin   242.4 kcal/mol
HOMO-LUMO gap   5.70 eV
M   118.2 g/mol
E_HOMO   -0.30401 hartree


This record from the OMol25 dataset describes a structure of composition C6H14O2. The level of theory is ωB97M-V with the def2-TZVPD basis set.

```
22
C6H14O2 | the OMol25 dataset | ωB97M-V with the def2-TZVPD basis set
C -0.698 1.019 -1.257
C -0.194 0.678 0.872
C -1.982 0.263 -1.494
C 1.102 1.449 0.998
O 0.331 0.793 -1.978
H 0.859 -0.284 -1.634
H -0.837 2.060 -0.951
H -1.082 1.304 0.947
H -0.329 -0.055 1.663
H -2.465 0.701 -2.374
H -2.667 0.345 -0.650
H -1.799 -0.787 -1.722
H 1.307 1.749 2.031
H 1.091 2.354 0.387
H 1.953 0.857 0.650
C 0.962 -1.978 1.221
C 0.427 -1.342 -0.023
O 1.282 -1.087 -0.943
H -0.600 -1.578 -0.302
H 1.376 -2.954 0.949
H 1.773 -1.380 1.638
H 0.187 -2.127 1.971
```

Energy above the lowest of the compared OMol25 structures with the same formula, charge and spin   94.1 kcal/mol
HOMO-LUMO gap (spin up / spin down)   8.88 / 8.88 eV
M   118.2 g/mol
E_HOMO (spin up / spin down)   -0.29934 / -0.29935 hartree


This record from the OMol25 dataset describes a cluster of 3 separate species, C6H14O2 in total. The level of theory is ωB97M-V with the def2-TZVPD basis set.

```
22
C6H14O2 | the OMol25 dataset | ωB97M-V with the def2-TZVPD basis set
C 0.764 -0.418 -3.056
C -0.011 0.597 -2.206
C -0.560 0.021 -0.979
C 0.007 -0.180 0.211
C -0.623 -0.683 1.437
C -0.010 -0.635 2.620
H 1.221 -1.169 -2.469
H 1.551 0.030 -3.683
H 0.013 -0.995 -3.697
H -0.911 0.845 -2.871
H 0.582 1.619 -1.934
H -1.583 -0.263 -1.099
H 1.115 0.127 0.324
H -1.852 -0.959 1.525
H 1.115 -0.386 2.675
H -0.509 -0.965 3.521
H -3.566 1.720 2.628
H -2.659 1.700 1.421
O -3.593 1.797 1.683
H 2.741 -1.267 1.118
H 3.180 0.125 1.626
O 3.588 -0.660 1.203
```

Energy above the lowest of the compared OMol25 structures with the same formula, charge and spin   56.7 kcal/mol
HOMO-LUMO gap (spin up / spin down)   9.68 / 6.22 eV
M   118.2 g/mol
E_HOMO (spin up / spin down)   -0.54362 / -0.54359 hartree
2S+1   2
Total charge   +1


This record from the OMol25 dataset describes a cluster of 2 separate species, C6H14O3 in total. The level of theory is ωB97M-V with the def2-TZVPD basis set.

```
23
C6H14O3 | the OMol25 dataset | ωB97M-V with the def2-TZVPD basis set
C 2.325 -0.768 -0.328
C 1.257 -0.526 0.759
C -0.161 -0.933 0.351
C -0.969 -1.311 1.624
C -0.825 0.297 -0.317
C -1.990 0.125 -1.241
O -3.032 0.700 -1.322
O -1.642 -0.832 -2.159
H 3.156 -1.369 0.056
H 1.942 -1.511 -1.021
H 2.718 0.147 -0.752
H 1.285 0.494 1.128
H 1.546 -1.109 1.622
H -0.181 -1.780 -0.310
H -0.336 -1.437 2.497
H -1.611 -0.470 1.902
H -1.607 -2.157 1.394
H -1.148 0.917 0.515
H -0.101 0.888 -0.821
H -2.339 -1.003 -2.761
O 0.909 3.659 -0.159
H 0.839 4.476 -0.651
H -0.035 3.503 -0.004
```

Energy above the lowest of the compared OMol25 structures with the same formula, charge and spin   12.6 kcal/mol
HOMO-LUMO gap   11.10 eV
M   134.2 g/mol
E_HOMO   -0.38380 hartree


This record from the OMol25 dataset describes a structure of composition C6H14O4P2S. The level of theory is ωB97M-V with the def2-TZVPD basis set.

```
27
C6H14O4P2S | the OMol25 dataset | ωB97M-V with the def2-TZVPD basis set
C 1.231 -0.431 -0.466
C -2.683 1.215 2.054
C 0.422 -0.795 0.699
C -1.637 0.132 1.981
C -0.605 0.371 0.907
C 0.676 -0.780 -1.709
O 2.310 0.188 -0.357
O -0.019 1.158 -3.507
O 1.932 -0.568 -3.964
O 2.167 1.450 -2.583
P 1.832 -2.204 -3.700
P 3.490 1.733 -1.456
S 1.102 0.406 -2.985
H -2.562 1.982 1.251
H -2.551 1.853 2.987
H -3.663 0.721 2.272
H 0.939 -1.065 1.549
H -0.162 -1.642 0.493
H -1.133 0.090 2.952
H -2.197 -0.816 1.808
H -1.004 0.710 0.008
H 0.063 1.325 0.948
H -0.380 -1.021 -1.749
H 2.164 -2.327 -5.056
H 3.203 -2.514 -3.395
H 3.897 2.585 -2.478
H 4.136 0.496 -1.704
```

Energy above the lowest of the compared OMol25 structures with the same formula, charge and spin   39.6 kcal/mol
HOMO-LUMO gap   8.88 eV
M   244.2 g/mol
E_HOMO   -0.31027 hartree